{"formula": "C24H70O12", "method": "ωB97M-V with the def2-TZVPD basis set", "total_charge": -2, "e_tot_ha": -1859.14342, "spin_multiplicity": 1, "homo_energy_ev": -0.5, "orbital_gap_ev": 3.87, "symbols": ["O", "O", "O", "O", "O", "O", "O", "O", "O", "O", "O", "O", "C", "C", "C", "C", "C", "C", "C", "C", "C", "C", "C", "C", "C", "C", "C", "C", "C", "C", "C", "C", "C", "C", "C", "C", "H", "H", "H", "H", "H", "H", "H", "H", "H", "H", "H", "H", "H", "H", "H", "H", "H", "H", "H", "H", "H", "H", "H", "H", "H", "H", "H", "H", "H", "H", "H", "H", "H", "H", "H", "H", "H", "H", "H", "H", "H", "H", "H", "H", "H", "H", "H", "H", "H", "H", "H", "H", "H", "H", "H", "H", "H", "H", "H", "H", "H", "H", "H", "H", "H", "H", "H", "H", "H", "H"], "coordinates": [[-1.5352, -2.9241, -4.0395], [-4.4178, -3.9346, 0.0016], [2.7902, -1.5656, -0.3034], [4.8675, 4.1480, -0.1938], [4.7838, 2.4022, -2.1690], [3.5632, -1.6132, 2.7431], [1.1830, -2.3851, -4.4141], [0.9398, 2.5413, 3.2105], [-2.1508, 2.7032, -4.6528], [1.3744, 0.4523, 1.2658], [0.5750, -1.3702, 3.1728], [-3.4838, 3.7678, 1.8074], [2.8450, 4.3201, 1.1998], [3.7812, 4.8966, 0.1215], [-2.8535, 1.5875, -4.0946], [3.4321, -3.5405, 4.2043], [-0.9728, 0.0932, 0.6405], [2.9752, -3.7636, -1.1430], [-0.5856, 3.1441, 4.9158], [-0.4433, 2.6033, 3.5064], [-3.3750, -4.1776, 0.9520], [-4.8640, 3.3458, -0.1048], [2.0258, -2.6702, -0.7016], [-3.7237, 2.8323, 0.7726], [-2.4001, -2.5898, -2.9233], [-1.5358, -2.3540, -1.7165], [1.3558, -1.0192, -4.0077], [-0.5327, -1.0811, 3.9892], [3.4458, 2.1181, -2.4425], [0.5826, -0.0853, -4.9508], [-2.4885, 1.5058, -2.6368], [3.0266, 2.6481, -3.8102], [3.7950, -3.0004, 2.8278], [-0.6690, -2.2106, 4.9963], [0.3726, 0.7625, 0.3636], [-3.1830, -2.9724, 1.8214], [-3.0336, 0.6882, -2.1493], [1.3085, -2.4627, -1.5121], [-3.6361, -5.0434, 1.5736], [3.3737, 4.1940, 2.1438], [-1.6214, 3.0643, 5.2627], [4.0832, 5.9350, 0.4457], [3.5578, 2.1096, -4.5997], [3.1686, -3.5206, 2.0895], [0.6921, 0.3760, -0.6378], [0.2878, 0.8569, -4.4813], [-4.0269, -2.7774, 2.4852], [-4.6047, 4.3729, -0.3834], [2.8173, 2.5155, -1.6352], [4.8373, 3.2061, -1.5672], [-0.9103, 1.6086, 3.4785], [-2.2120, -2.1969, -0.8745], [4.0581, -3.1255, 4.9958], [2.0070, 5.0293, 1.3151], [0.2318, -2.5354, -4.2866], [-1.6618, 0.3379, -0.1758], [0.2427, 1.8585, 0.2433], [2.3835, 3.3835, 0.8827], [1.4192, -3.0473, 0.1429], [-0.9162, -1.4564, -1.7631], [1.0321, 1.9086, 2.4628], [-3.0591, -3.4408, -2.7162], [-2.8361, 2.4038, -2.1294], [3.5042, -4.6369, 4.2534], [-2.4316, -4.4164, 0.4484], [-3.9345, 1.7182, -4.2449], [0.9647, -0.8865, -2.9933], [3.5259, -4.0818, -0.2527], [-0.9579, 3.2054, 2.7467], [-3.0172, -1.7316, -3.2025], [-0.2342, 4.1746, 4.9773], [-2.8336, 2.7823, 0.1463], [2.1757, -0.9060, 0.0757], [-0.8069, -0.9875, 0.7189], [-0.8497, -3.1776, -1.5241], [2.4541, -4.6546, -1.5069], [-4.9482, 2.8549, -1.0785], [4.8476, -3.1622, 2.5911], [1.2339, 0.1873, -5.7897], [-2.3031, -3.1038, 2.4586], [2.4126, -0.7726, -4.0154], [-2.1060, 2.6240, -5.6082], [0.2939, -2.4623, 5.4464], [-2.5659, 0.7076, -4.6842], [-5.8253, 3.3592, 0.4112], [-1.4311, 1.2904, -2.4995], [0.7234, -0.5902, 2.5556], [2.3871, -3.3141, 4.4264], [-0.3857, -0.1608, 4.5693], [-1.4172, 0.3535, 1.6075], [-2.9544, -2.0627, 1.2622], [-1.4568, -0.9738, 3.4077], [-1.3243, -2.0042, 5.8491], [0.0370, 2.5435, 5.5817], [3.1269, 5.1168, -0.7759], [3.3238, 1.0250, -2.4243], [2.6124, -1.5007, 2.6061], [3.1882, 3.7249, -3.8719], [-3.9250, 1.8071, 1.1003], [3.6620, -3.4148, -1.9111], [-0.3015, -0.5271, -5.4163], [-1.0358, -3.1228, 4.5125], [-4.1634, 3.6716, 2.4801], [1.9578, 2.4697, -4.0072], [-4.6174, -4.7703, -0.4284], [-2.0872, -3.0515, -4.8152]], "forces_ev_per_a": [[-0.5, 0.0, 0.2], [0.0, 0.0, 0.1], [-0.5, -0.1, -0.4], [-0.1, -0.1, -0.3], [0.3, 0.1, -0.6], [0.1, -0.3, 0.2], [0.1, 0.5, 0.2], [-0.7, -0.3, 0.0], [-0.1, 0.3, 0.2], [-1.1, -0.2, 0.5], [-0.5, 0.4, -0.2], [0.2, -0.3, 0.3], [-0.2, 0.6, -0.5], [0.3, 0.2, -0.5], [0.2, 0.2, -0.9], [-0.1, -0.5, 0.2], [0.0, -0.2, 0.2], [-0.1, -0.4, 0.5], [-0.1, 0.0, -0.1], [0.5, -0.1, -0.1], [0.1, -0.2, 0.0], [0.3, 0.5, -0.4], [-0.2, -0.3, 0.0], [-0.5, 0.1, -1.0], [0.6, -0.5, -0.4], [-0.2, 0.6, 0.3], [-1.1, -0.1, -0.3], [0.4, -0.2, 0.8], [0.2, -0.1, 0.3], [0.6, 0.5, -0.5], [-0.6, -0.7, 0.1], [-0.7, -0.2, 0.0], [-0.5, 0.3, 0.1], [-0.1, -0.6, 0.2], [0.9, -0.4, -0.1], [0.4, 0.5, 0.5], [0.0, -0.1, -0.2], [0.2, 0.2, 0.0], [0.0, 0.0, 0.0], [-0.1, -0.1, 0.1], [0.0, 0.2, 0.0], [-0.2, -0.1, 0.2], [0.3, 0.3, 0.0], [0.3, -0.1, -0.1], [-0.3, 0.4, -0.2], [0.0, -0.1, 0.1], [-0.1, -0.1, -0.2], [-0.2, 0.1, 0.2], [-0.1, 0.1, -0.2], [-0.1, -0.1, 0.9], [0.1, 0.0, -0.1], [0.2, -0.2, 0.1], [0.0, 0.1, -0.1], [0.1, 0.0, 0.3], [0.2, -0.3, -0.1], [-0.2, -0.2, 0.2], [-0.1, -0.1, 0.0], [0.3, -0.2, 0.1], [0.0, 0.0, 0.0], [-0.1, 0.0, -0.3], [0.7, -0.2, 0.0], [-0.1, 0.1, -0.1], [0.5, 0.2, 0.0], [0.2, 0.1, -0.1], [-0.1, 0.0, -0.1], [0.0, 0.0, 0.2], [0.3, 0.0, 0.1], [0.3, 0.1, -0.2], [-0.1, 0.2, 0.3], [0.1, 0.1, 0.2], [-0.1, 0.0, 0.0], [0.2, 0.1, 0.3], [0.4, 0.5, 0.6], [-0.1, 0.0, -0.3], [-0.2, -0.2, 0.0], [-0.1, 0.2, -0.1], [-0.1, -0.5, 0.3], [0.0, -0.1, 0.0], [-0.1, 0.0, 0.0], [-0.1, -0.2, 0.0], [0.1, -0.1, 0.1], [0.0, -0.1, 0.0], [0.1, 0.2, -0.2], [0.0, -0.2, 0.4], [0.0, -0.1, 0.0], [0.1, 0.4, 0.1], [0.5, -0.1, -0.4], [0.1, 0.2, 0.0], [0.1, 0.1, -0.3], [0.0, 0.4, -0.1], [-0.2, -0.1, -0.2], [0.0, 0.0, 0.0], [-0.2, 0.3, -0.3], [0.0, 0.0, 0.0], [0.0, -0.1, 0.1], [-0.1, 0.0, 0.0], [0.1, 0.4, 0.0], [0.2, 0.0, -0.1], [0.1, 0.1, 0.4], [0.0, 0.1, 0.0], [-0.1, -0.3, 0.4], [0.0, 0.0, 0.0], [0.0, 0.0, 0.0], [0.1, 0.0, 0.2], [0.0, 0.0, -0.1], [0.1, 0.0, -0.1]]}

---

{"formula": "C24H71N5O9", "method": "ωB97M-V with the def2-TZVPD basis set", "total_charge": 0, "e_tot_ha": -1907.82147, "spin_multiplicity": 1, "homo_energy_ev": -9.0, "orbital_gap_ev": 9.29, "smiles": "COC[C@H](C)N.COC[C@H](C)N.COC[C@H](C)N.COC[C@H](C)N.COC[C@H](C)N.CCO.CCO.O.O", "symbols": ["O", "O", "O", "O", "O", "O", "O", "O", "O", "N", "N", "N", "N", "N", "C", "C", "C", "C", "C", "C", "C", "C", "C", "C", "C", "C", "C", "C", "C", "C", "C", "C", "C", "C", "C", "C", "C", "C", "H", "H", "H", "H", "H", "H", "H", "H", "H", "H", "H", "H", "H", "H", "H", "H", "H", "H", "H", "H", "H", "H", "H", "H", "H", "H", "H", "H", "H", "H", "H", "H", "H", "H", "H", "H", "H", "H", "H", "H", "H", "H", "H", "H", "H", "H", "H", "H", "H", "H", "H", "H", "H", "H", "H", "H", "H", "H", "H", "H", "H", "H", "H", "H", "H", "H", "H", "H", "H", "H", "H"], "coordinates": [[-8.3271, 20.7445, -23.6227], [0.3326, 19.3567, -23.8681], [-1.2891, 26.9003, -25.6284], [-5.0190, 17.8700, -26.7387], [-6.0322, 25.3128, -26.5866], [-3.7567, 17.7234, -20.9723], [-5.9332, 19.5286, -24.5677], [-7.3662, 15.1838, -19.8386], [-7.5770, 24.8293, -22.6243], [-6.8327, 22.2393, -20.1039], [2.1981, 19.6714, -21.7764], [-3.2098, 24.7565, -25.8671], [-8.4788, 22.6284, -25.8411], [-5.8096, 14.8152, -22.0387], [-8.5239, 24.0050, -19.9167], [-0.2038, 27.7853, -25.5138], [4.0241, 19.2110, -23.3020], [-4.4150, 20.8583, -23.1494], [1.6252, 18.8032, -23.9501], [-4.8236, 19.4679, -23.6736], [-2.9059, 19.6261, -19.8687], [-6.2136, 22.4012, -26.7569], [-2.9532, 24.2975, -23.4962], [-0.6442, 18.5402, -24.4634], [-7.2884, 24.6776, -26.4918], [-6.9737, 16.5124, -23.3414], [-7.6865, 23.1784, -20.8762], [-2.7368, 25.3265, -24.5947], [-6.8453, 25.8225, -23.2848], [-1.3161, 25.8265, -24.7258], [2.5781, 19.7231, -23.1994], [-6.6092, 16.0803, -21.9326], [-6.1099, 26.6773, -26.8970], [-7.1491, 23.2554, -25.9270], [-8.3935, 15.1187, -18.8780], [-6.7902, 23.9494, -21.8318], [-2.5203, 18.3898, -20.6483], [-7.7880, 15.8112, -21.0308], [1.2569, 20.0512, -21.6907], [1.6333, 17.8289, -23.4464], [0.6608, 27.2890, -25.9723], [-4.3955, 21.5545, -23.9903], [-6.2084, 25.3697, -24.0522], [-3.7028, 20.2092, -20.3264], [-7.4945, 20.2721, -23.7918], [-7.7908, 24.6133, -27.4667], [-4.0072, 24.0255, -23.4079], [0.0172, 27.9993, -24.4607], [-0.4083, 28.7409, -25.9899], [-0.3518, 18.2734, -25.4861], [-5.0878, 18.8614, -22.8070], [-6.4643, 21.3532, -26.5905], [-8.5624, 15.1671, -21.4820], [-9.0591, 23.2638, -25.2945], [2.7852, 20.3422, -21.2859], [-2.7317, 24.6574, -22.4873], [-3.3979, 20.7602, -22.7724], [-7.8772, 25.2932, -25.7976], [-7.4921, 26.5378, -23.7977], [1.9743, 18.6864, -24.9836], [-0.7664, 17.6034, -23.9039], [-8.3443, 22.5394, -21.4725], [-8.8916, 22.6171, -26.7711], [-8.3775, 16.7131, -20.8126], [-6.1898, 22.7601, -19.5105], [-5.7421, 18.8700, -25.2494], [-5.2015, 27.0096, -27.4006], [-3.2139, 25.4725, -26.5829], [-7.4010, 15.7500, -23.9987], [-8.0693, 14.7215, -17.9211], [-6.3742, 22.5596, -27.8295], [4.2562, 19.0892, -24.3666], [-1.9493, 17.6963, -20.0280], [-6.1223, 16.9100, -23.8898], [-8.3868, 21.4112, -24.3377], [-3.1702, 19.3136, -18.8598], [-2.3399, 23.4198, -23.7047], [-6.2676, 26.4601, -22.6032], [-8.9251, 24.8837, -20.4241], [-4.1752, 24.5167, -25.6807], [-6.3060, 27.2585, -25.9904], [4.2164, 18.2905, -22.7599], [-6.2311, 23.2417, -22.4526], [-7.8063, 17.2251, -23.3122], [-6.0962, 24.5808, -21.2575], [-6.8878, 26.9313, -27.6292], [-9.3525, 23.4284, -19.5142], [-2.0702, 20.3284, -19.7971], [4.7223, 19.9952, -23.0015], [-5.9873, 16.8239, -21.4247], [-4.8361, 15.0692, -22.1751], [-5.8522, 14.4287, -21.0951], [-5.1594, 21.1833, -22.4262], [-3.3311, 26.2189, -24.3431], [-0.9102, 26.0949, -23.7383], [-6.8134, 23.3410, -24.8889], [-8.7981, 16.1272, -18.7352], [-2.0020, 18.5968, -21.5886], [2.5438, 20.7518, -23.5723], [-1.5859, 19.0848, -24.4848], [-4.8269, 16.9300, -26.6478], [-0.6071, 25.0632, -25.0831], [-9.2048, 14.4857, -19.2598], [-6.2232, 21.7933, -20.7857], [-3.9763, 19.1088, -24.2644], [-7.8907, 24.3578, -19.0981], [-3.6146, 16.8039, -21.2103], [-5.1524, 22.5424, -26.5608], [-5.4586, 17.9514, -27.5921]], "forces_ev_per_a": [[0.1, 0.3, 0.1], [-0.1, 0.2, -0.2], [-1.0, 0.8, -0.1], [0.0, -0.1, 0.0], [0.3, -0.5, -0.6], [-0.3, 0.2, 0.0], [0.2, 0.2, 0.1], [0.7, 0.1, 0.5], [-0.5, 0.0, -0.1], [0.0, 0.2, -0.4], [-0.2, 0.6, 0.0], [0.2, -0.1, 0.7], [0.0, 0.7, -0.1], [-0.3, 0.3, 0.7], [0.3, 0.4, -0.3], [0.5, -0.7, 0.4], [-0.2, 0.8, -1.1], [-0.5, -0.8, -1.0], [0.4, 0.4, 0.4], [0.2, 0.9, -0.1], [0.7, 0.3, 0.2], [-0.2, -0.5, -0.4], [0.2, 0.1, 0.3], [0.2, -0.2, -0.1], [0.1, 0.1, 0.7], [-1.1, 0.4, -0.2], [0.2, -1.0, 0.2], [-0.4, 0.3, -0.2], [0.3, 0.3, -0.3], [1.0, -0.5, 0.3], [0.5, -0.9, 0.9], [0.8, -1.1, -0.4], [-0.3, 0.5, -0.4], [-0.1, 0.5, 0.0], [-0.7, 0.3, -0.6], [-0.5, 1.1, 0.2], [-0.9, -0.6, -0.3], [-1.4, -0.3, -0.1], [0.0, -0.2, 0.0], [0.1, -0.1, -0.1], [0.2, 0.4, 0.1], [0.0, 0.1, 0.1], [0.3, 0.2, 0.1], [-0.2, -0.4, -0.1], [-0.3, 0.1, -0.2], [0.0, 0.2, -0.1], [0.0, -0.2, -0.4], [0.1, -0.1, 0.0], [-0.2, -0.2, -0.3], [-0.1, 0.1, 0.0], [0.4, -0.4, -0.2], [0.2, 0.0, 0.3], [0.4, -0.2, -0.4], [-0.1, -0.2, 0.0], [0.0, -0.2, 0.1], [0.4, 0.2, -0.2], [-0.1, 0.3, 0.5], [-0.4, -0.2, -0.2], [-0.5, -0.4, 0.1], [-0.3, 0.0, -0.1], [-0.1, 0.0, 0.0], [0.0, 0.1, -0.1], [0.0, -0.2, 0.0], [0.5, 0.3, 0.1], [-0.2, 0.1, 0.1], [-0.3, 0.1, -0.2], [0.3, -0.2, 0.5], [0.0, 0.0, 0.0], [0.3, -0.6, 0.5], [0.5, 0.0, -0.2], [0.0, 0.2, 0.0], [0.0, -0.3, 0.1], [0.4, 0.3, -0.1], [0.0, 0.3, 0.2], [0.0, -0.6, 0.1], [-0.3, 0.2, 0.0], [-0.2, -0.2, 0.1], [0.3, -0.4, 0.1], [-0.1, -0.1, 0.0], [-0.1, 0.0, -0.5], [0.1, 0.1, 0.0], [-0.2, 0.0, 0.1], [0.1, 0.0, -0.1], [0.5, 0.6, 0.0], [0.2, -0.2, 0.1], [-0.3, -0.4, 0.1], [0.1, -0.1, 0.1], [0.2, -0.2, 0.1], [0.0, -0.1, 0.4], [-0.2, 0.3, -0.2], [0.0, -0.1, -0.2], [0.2, -0.3, -0.2], [0.3, 0.2, 0.2], [0.0, 0.1, 0.1], [-0.3, 0.4, 0.0], [0.2, -0.1, -0.1], [-0.1, 0.0, 0.2], [0.3, 0.2, 0.2], [-0.2, -0.1, -0.4], [0.0, 0.0, 0.0], [0.0, 0.0, 0.0], [-0.4, -0.3, -0.1], [-0.1, 0.0, 0.1], [-0.1, -0.3, 0.2], [0.1, -0.5, 0.4], [-0.1, 0.0, 0.1], [0.3, 0.0, 0.1], [-0.1, 0.2, 0.1], [0.0, 0.1, 0.1]]}